Record 1
{"formula": "C19H18Cl2FNO5", "method": "ωB97M-V with the def2-TZVPD basis set", "elements": ["C", "O", "C", "C", "C", "C", "C", "C", "C", "O", "O", "C", "C", "C", "O", "C", "O", "C", "C", "H", "H", "H", "H", "H", "H", "H", "H", "H", "H", "H", "H", "H", "H", "H", "Cl", "C", "N", "F", "C", "Cl", "C", "C", "C", "H", "H", "H"], "xyz": [[3.35, 2.80, 2.27], [1.97, 2.71, 2.66], [1.45, 1.50, 2.99], [0.08, 1.49, 3.33], [-0.67, 0.41, 2.93], [-0.04, -0.76, 2.49], [-0.87, -1.94, 2.10], [-1.04, -2.09, 0.65], [-0.07, -2.99, 0.03], [1.00, -3.30, 0.53], [-0.46, -3.61, -1.14], [-1.51, -2.96, -1.87], [-1.06, -1.68, -2.49], [-1.90, -3.86, -3.03], [-2.64, -2.81, -1.01], [-2.43, -2.18, 0.19], [-3.40, -1.82, 0.84], [1.35, -0.85, 2.44], [2.12, 0.27, 2.74], [3.51, 3.86, 2.09], [4.02, 2.43, 3.06], [3.56, 2.23, 1.35], [-0.41, 2.40, 3.65], [-1.76, 0.43, 2.93], [-0.36, -2.84, 2.44], [-1.87, -1.80, 2.51], [-0.78, -0.94, -1.74], [-0.21, -1.90, -3.14], [-1.86, -1.27, -3.13], [-2.25, -4.83, -2.66], [-2.70, -3.36, -3.59], [-1.03, -3.99, -3.68], [1.82, -1.78, 2.09], [3.20, 0.24, 2.59], [-1.47, 2.92, 0.78], [-0.48, 2.85, -0.62], [-0.15, 1.65, -1.17], [-0.36, 0.36, -0.34], [0.50, 1.59, -2.36], [1.25, 0.17, -2.94], [0.63, 2.75, -3.12], [0.48, 3.99, -2.52], [-0.03, 4.03, -1.21], [0.95, 2.62, -4.15], [0.75, 4.90, -3.05], [-0.16, 4.96, -0.66]], "e_lumo_ev": -2.24, "total_charge": 0, "orbital_gap_ev": 4.72}

***

Record 2
{"formula": "C28H22I2NOSbV", "method": "ωB97M-V with the def2-TZVPD basis set", "elements": ["V", "I", "C", "C", "C", "I", "C", "C", "C", "C", "N", "C", "C", "O", "H", "H", "H", "H", "C", "H", "H", "H", "C", "C", "C", "C", "C", "C", "Sb", "C", "C", "C", "C", "C", "C", "C", "C", "C", "C", "C", "C", "H", "H", "H", "H", "H", "H", "H", "H", "H", "H", "H", "H", "H", "H", "H"], "xyz": [[0.13, 0.81, 1.53], [-0.80, 3.62, -2.70], [-1.78, 3.54, -0.88], [-2.91, 4.34, -0.63], [-3.59, 4.27, 0.56], [-5.25, 5.49, 0.85], [-3.16, 3.37, 1.57], [-3.78, 3.17, 2.83], [-3.28, 2.25, 3.70], [-2.16, 1.50, 3.34], [-1.53, 1.65, 2.19], [-2.03, 2.59, 1.30], [-1.30, 2.67, 0.07], [-0.26, 1.89, -0.07], [-3.26, 5.03, -1.39], [-4.65, 3.76, 3.09], [-3.75, 2.09, 4.66], [-1.74, 0.76, 4.02], [1.34, 2.12, 2.60], [2.11, 2.58, 1.97], [1.88, 1.56, 3.38], [0.82, 2.94, 3.11], [-0.04, -5.33, -3.43], [0.07, -5.27, -2.04], [-0.06, -4.06, -1.38], [-0.29, -2.88, -2.09], [-0.43, -2.96, -3.47], [-0.30, -4.17, -4.14], [-0.58, -0.98, -1.09], [1.24, -0.07, -1.82], [2.17, 0.50, -0.95], [3.30, 1.16, -1.42], [3.52, 1.25, -2.79], [2.61, 0.70, -3.67], [1.47, 0.05, -3.19], [0.37, -1.61, 0.76], [1.70, -2.09, 0.74], [2.38, -2.35, 1.92], [1.77, -2.12, 3.15], [0.46, -1.69, 3.21], [-0.25, -1.45, 2.02], [0.07, -6.28, -3.94], [0.27, -6.18, -1.48], [0.04, -4.04, -0.30], [-0.67, -2.08, -4.06], [-0.41, -4.21, -5.22], [2.05, 0.46, 0.13], [4.00, 1.60, -0.72], [4.40, 1.76, -3.17], [2.76, 0.77, -4.74], [0.77, -0.35, -3.90], [2.19, -2.24, -0.21], [3.40, -2.72, 1.88], [2.32, -2.30, 4.07], [-0.03, -1.56, 4.16], [-1.32, -1.27, 2.08]], "e_lumo_ev": [-0.33, -0.33], "total_charge": 0, "s_squared": 3.781, "orbital_gap_ev": [6.22, 7.31], "multiplicity": 4}

***

Record 3
{"formula": "C34H58GaN2O4Si", "method": "ωB97M-V with the def2-TZVPD basis set", "elements": ["O", "O", "C", "C", "H", "H", "H", "H", "H", "C", "C", "H", "H", "H", "H", "H", "C", "C", "C", "H", "H", "H", "H", "H", "C", "H", "H", "H", "H", "H", "H", "N", "C", "C", "C", "C", "H", "H", "H", "C", "H", "H", "H", "N", "C", "C", "C", "C", "H", "C", "H", "C", "H", "C", "C", "C", "C", "C", "C", "H", "C", "H", "C", "H", "C", "C", "Ga", "H", "H", "H", "H", "H", "H", "H", "H", "H", "H", "H", "H", "H", "C", "Si", "H", "H", "C", "C", "C", "H", "H", "H", "H", "H", "H", "H", "H", "H", "O", "C", "O", "H"], "xyz": [[0.91, -1.18, -1.93], [0.90, -0.22, -5.58], [2.34, -1.41, -1.80], [2.67, -2.56, -0.87], [2.76, -0.47, -1.43], [2.72, -1.56, -2.82], [2.16, -2.46, 0.09], [3.76, -2.56, -0.70], [2.41, -3.54, -1.29], [0.12, -2.35, -2.21], [0.47, -3.01, -3.54], [-0.92, -2.00, -2.20], [0.21, -3.05, -1.36], [0.59, -2.29, -4.35], [-0.35, -3.69, -3.81], [1.38, -3.62, -3.44], [-0.19, 0.38, -6.30], [1.90, -0.82, -6.42], [-1.48, -0.39, -6.10], [0.04, 0.45, -7.38], [-0.28, 1.40, -5.91], [-1.36, -1.44, -6.43], [-2.27, 0.08, -6.69], [-1.78, -0.39, -5.04], [1.38, -2.01, -7.22], [2.69, -1.13, -5.72], [2.31, -0.07, -7.11], [0.87, -2.75, -6.59], [2.24, -2.50, -7.68], [0.69, -1.69, -8.01], [1.15, 0.32, -3.46], [-0.70, -0.80, 1.41], [-1.45, -0.13, 2.31], [-1.99, 1.13, 2.05], [-2.23, 1.76, 0.83], [-1.72, -0.82, 3.62], [-0.80, -1.17, 4.11], [-2.39, -1.69, 3.51], [-2.21, -0.11, 4.30], [-3.28, 2.82, 0.74], [-4.05, 2.59, -0.02], [-2.85, 3.81, 0.50], [-3.79, 2.90, 1.70], [-1.53, 1.48, -0.28], [-0.41, -2.20, 1.62], [0.80, -2.58, 2.23], [1.73, -1.54, 2.76], [1.08, -3.94, 2.37], [2.02, -4.24, 2.83], [0.16, -4.90, 1.94], [0.38, -5.96, 2.06], [-1.06, -4.51, 1.39], [-1.80, -5.24, 1.07], [-1.37, -3.16, 1.25], [-2.71, -2.73, 0.75], [-1.82, 2.11, -1.55], [-1.22, 3.34, -1.87], [-0.32, 4.02, -0.90], [-1.46, 3.90, -3.13], [-1.01, 4.87, -3.36], [-2.29, 3.26, -4.05], [-2.48, 3.72, -5.02], [-2.92, 2.06, -3.70], [-3.61, 1.57, -4.39], [-2.69, 1.47, -2.45], [-3.35, 0.20, -2.03], [-0.15, 0.20, -0.16], [2.20, -0.95, 1.96], [2.54, -2.02, 3.32], [1.24, -0.83, 3.44], [-2.65, -1.96, -0.03], [-3.35, -2.34, 1.56], [-3.23, -3.59, 0.32], [0.12, 4.90, -1.37], [0.51, 3.39, -0.55], [-0.86, 4.35, 0.00], [-3.80, 0.28, -1.03], [-2.64, -0.65, -2.01], [-4.15, -0.07, -2.73], [-2.44, 1.61, 2.91], [1.16, 1.39, -3.13], [2.38, 2.46, -4.09], [0.13, 1.76, -3.21], [1.45, 1.42, -2.06], [4.02, 1.58, -4.41], [2.71, 4.02, -3.10], [1.82, 3.02, -5.80], [2.57, 3.71, -6.20], [0.85, 3.55, -5.77], [1.73, 2.19, -6.51], [4.57, 1.43, -3.47], [4.65, 2.18, -5.07], [3.87, 0.60, -4.88], [2.84, 3.82, -2.02], [1.88, 4.74, -3.21], [3.63, 4.50, -3.47], [2.31, 3.00, 0.94], [1.94, 1.85, 1.16], [1.54, 0.99, 0.23], [1.93, 1.40, 2.19]], "e_lumo_ev": -3.58, "total_charge": 1, "orbital_gap_ev": 8.03}